{
  "formula": "C30H49NO21",
  "method": "ωB97M-V with the def2-TZVPD basis set",
  "charge": 0,
  "energy_ha": -2807.13348,
  "largest_force_ev_per_a": 8.58,
  "orbital_gap_ev": 9.60,
  "smiles": "C[C@H]1COC(=O)O1.C[C@H]1COC(=O)O1.C[C@H]1COC(=O)O1.C[C@H]1COC(=O)O1.C[C@H]1COC(=O)O1.COC(=O)OC.COC(=O)OC.CCCC#N",
  "relative_energy_ev": 3.535,
  "elements": ["C", "C", "C", "O", "C", "O", "O", "H", "H", "H", "H", "H", "H", "C", "C", "C", "O", "C", "O", "O", "H", "H", "H", "H", "H", "H", "C", "C", "C", "O", "C", "O", "O", "H", "H", "H", "H", "H", "H", "C", "C", "C", "O", "C", "O", "O", "H", "H", "H", "H", "H", "H", "C", "C", "C", "O", "C", "O", "O", "H", "H", "H", "H", "H", "H", "C", "O", "C", "O", "O", "C", "H", "H", "H", "H", "H", "H", "C", "O", "C", "O", "O", "C", "H", "H", "H", "H", "H", "H", "C", "C", "C", "C", "N", "H", "H", "H", "H", "H", "H", "H"],
  "positions_angstrom": [[3.27657, -1.85153, 1.85827], [1.82357, -2.43453, 1.81327], [1.27157, -2.76453, 3.22727], [0.53557, -1.60753, 3.42527], [0.28557, -0.97753, 2.40027], [-0.39643, 0.01547, 2.48327], [1.00057, -1.44753, 1.38427], [3.91957, -2.66053, 2.24627], [3.42357, -1.03153, 2.65027], [3.53557, -1.46153, 0.92027], [1.80157, -3.37153, 1.21027], [1.95357, -3.09153, 4.10527], [0.54157, -3.57953, 2.95027], [0.15457, 3.89047, 1.40727], [-1.28243, 4.26347, 1.83727], [-2.14643, 3.08647, 2.19527], [-2.35043, 3.30547, 3.52827], [-1.98143, 4.48647, 3.90227], [-2.36843, 4.96347, 4.91627], [-1.22043, 5.00947, 3.00127], [0.11257, 3.36047, 0.52727], [0.68457, 3.08447, 1.94127], [0.84957, 4.75047, 1.17227], [-1.65743, 4.69247, 0.94427], [-1.69543, 2.10747, 2.15127], [-3.15543, 3.07047, 1.73727], [-4.40643, -0.20653, -1.21873], [-4.63643, -0.73753, 0.22027], [-3.91243, 0.14647, 1.27427], [-4.81543, 0.33147, 2.33227], [-6.06743, 0.05547, 1.88127], [-7.04243, 0.25047, 2.53527], [-6.01543, -0.49553, 0.63927], [-4.87843, 0.74547, -1.44473], [-4.74143, -1.00953, -1.90373], [-3.36343, -0.06453, -1.33973], [-4.52543, -1.74953, 0.45427], [-3.59243, 1.08547, 0.74027], [-3.04343, -0.48453, 1.53827], [4.89157, 0.34147, -1.49973], [4.76457, -1.11953, -1.53573], [5.10157, -1.69453, -2.90173], [6.46757, -1.81353, -2.74473], [6.74757, -2.01553, -1.49273], [7.85357, -2.28453, -1.02473], [5.68257, -1.79553, -0.72073], [4.26157, 0.86947, -2.16473], [5.90157, 0.71647, -1.48373], [4.57157, 0.50947, -0.48973], [3.66557, -1.33853, -1.24873], [4.86157, -1.00453, -3.72973], [4.73157, -2.71253, -3.10373], [0.06857, -3.04753, -4.11973], [0.31157, -1.84153, -4.98473], [-0.53943, -1.66553, -6.21673], [-0.80543, -0.32553, -6.27973], [-0.53343, 0.23247, -5.18873], [-0.76443, 1.37947, -4.85073], [-0.00343, -0.63253, -4.34673], [0.35057, -3.90353, -4.74373], [-1.00443, -3.09553, -3.85673], [0.69357, -3.07453, -3.26073], [1.32857, -1.76153, -5.35573], [-1.41843, -2.22953, -6.23973], [-0.01943, -2.09853, -7.04273], [0.66957, 3.77747, 5.88427], [1.00657, 2.67547, 5.14227], [2.03157, 2.83547, 4.33527], [2.91357, 3.93647, 4.34127], [2.07157, 1.90847, 3.45727], [3.21157, 1.95147, 2.60827], [-0.33843, 3.75147, 6.15327], [0.71357, 4.64847, 5.23727], [1.38157, 3.90947, 6.71527], [3.32357, 2.89647, 2.16127], [3.05057, 1.19247, 1.83527], [4.04957, 1.79547, 3.22227], [-2.59443, 3.07247, -2.27773], [-2.02243, 1.97847, -1.64873], [-0.67043, 1.82947, -1.60473], [0.18657, 2.80147, -2.09373], [-0.29043, 0.68847, -0.95473], [0.99457, 0.25547, -0.93873], [-2.10443, 3.13047, -3.26573], [-2.18643, 3.93847, -1.74973], [-3.64543, 3.00947, -2.21273], [1.50357, 0.56347, -0.08873], [1.60657, 0.68247, -1.74673], [1.17257, -0.90053, -0.92173], [-1.12843, -2.60953, -0.52773], [-2.28343, -3.39653, -1.11073], [-2.93943, -4.34053, -0.13073], [-4.44343, -4.50153, -0.32973], [-5.57143, -4.66653, -0.60573], [-0.38743, -3.28853, -0.11873], [-1.55343, -2.02353, 0.26427], [-0.50143, -2.00253, -1.29373], [-1.91843, -4.07053, -1.86573], [-2.97743, -2.63453, -1.56273], [-2.91543, -3.76753, 0.82527], [-2.45743, -5.29453, -0.15073]],
  "atomic_forces_ev_per_a": [[-0.771, -0.617, 2.978], [4.128, -1.527, 1.585], [0.014, -2.454, -1.237], [0.572, -2.961, 6.880], [-1.465, 4.712, -1.824], [-0.079, -0.286, -1.934], [-1.795, 1.072, -2.370], [0.132, 0.297, -0.762], [-0.726, -0.983, -1.145], [0.711, 0.267, -1.255], [-0.114, 0.939, -0.051], [-1.104, 1.014, -1.692], [0.510, 0.376, 1.216], [1.034, 0.571, 1.036], [3.195, -1.996, -1.767], [-0.738, -0.960, -0.674], [-1.619, -2.407, 1.967], [-1.578, 0.179, 1.774], [0.486, 0.985, 1.086], [1.052, 2.941, -1.083], [-0.625, -0.820, -2.758], [-0.363, 0.812, 1.016], [-0.963, -0.726, 0.696], [-0.852, 1.652, -0.278], [0.362, -0.292, -0.733], [0.619, 0.096, -0.281], [-0.822, -2.241, 0.677], [-1.573, 3.861, 0.570], [1.339, -0.968, -1.900], [0.273, 0.116, -0.335], [-0.188, -0.287, 0.116], [0.176, -0.118, -0.563], [-0.472, 0.290, 0.086], [-0.363, -0.112, 0.365], [0.050, 0.714, -0.019], [1.179, 0.047, -0.249], [0.720, -1.781, -0.461], [-0.289, -0.649, 1.044], [-0.062, 1.026, 0.619], [0.782, 0.493, 2.084], [-3.584, -1.270, -1.591], [-1.503, 0.000, -0.498], [1.992, -0.167, -2.009], [4.519, -0.677, 2.978], [-2.682, 0.366, -1.440], [-0.646, 0.104, 0.911], [-0.613, 0.397, -0.784], [0.518, 0.009, -0.596], [-0.399, 1.010, 0.675], [1.791, -0.211, -0.244], [0.171, -0.416, 0.366], [-0.404, 0.407, 0.077], [-0.795, -0.088, -1.376], [0.040, 0.256, -0.417], [0.812, -2.614, -0.388], [-1.095, 0.094, -4.553], [-0.254, 4.391, 4.116], [0.201, -1.459, -0.941], [0.984, -0.213, 2.616], [-0.280, -0.144, 0.226], [0.575, -0.111, 0.006], [0.435, 0.165, 0.831], [0.588, -0.223, 0.457], [-1.906, -0.672, 0.583], [0.621, 0.585, -1.091], [1.219, 2.637, 0.708], [0.864, -1.736, -1.531], [4.002, 7.225, 0.915], [-5.079, -6.508, 0.177], [-0.007, -1.229, -0.734], [-0.720, -0.854, -0.610], [-1.476, -0.732, 0.889], [0.386, 0.343, 0.078], [-0.544, 0.034, -0.164], [-0.069, 1.288, -0.560], [0.142, 0.031, 0.370], [1.347, -0.518, 0.482], [2.966, 1.936, -0.899], [2.622, -3.442, 1.731], [3.805, 5.322, -2.420], [-5.035, -6.214, 3.118], [-3.696, 1.614, -1.101], [3.240, -1.809, -1.897], [-1.008, 0.076, -0.030], [-0.558, 0.393, -0.058], [-0.996, -0.247, -0.178], [0.616, 0.777, 2.015], [-0.515, -0.151, -0.227], [-1.200, 2.079, -0.381], [1.181, -0.087, -1.229], [-0.225, 0.783, -1.673], [-2.575, 2.054, 1.266], [-1.062, -0.716, -1.306], [2.740, 0.537, 0.884], [0.111, -0.235, 0.427], [0.327, 0.843, 0.409], [-1.686, -0.724, 1.238], [0.121, 0.183, -0.988], [0.339, -1.086, 0.342], [0.378, -1.133, 0.035], [0.186, -0.527, 0.563]],
  "mulliken_charge": [-0.812, 0.296, -0.632, -0.313, 0.150, -0.581, 0.549, 0.558, 0.099, -0.216, 0.337, 0.296, 0.306, -0.359, 0.769, 0.509, -0.398, 0.568, -0.603, -0.386, -0.167, -0.154, 0.379, 0.292, -0.419, 0.116, -1.483, 0.914, 0.841, -0.403, 0.447, -0.546, -0.442, 0.375, 0.429, 0.201, 0.121, -0.288, -0.306, -1.301, 1.398, -0.329, -0.330, 0.577, -0.604, -0.325, 0.402, 0.375, 0.145, -0.593, 0.306, 0.338, -1.353, 0.466, -0.665, -0.337, 0.502, -0.576, -0.046, 0.504, 0.199, 0.298, 0.267, 0.328, 0.418, -0.853, -0.180, 0.495, -0.681, 0.114, -0.715, 0.297, 0.376, 0.319, 0.453, -0.226, 0.549, -0.887, 0.309, -0.071, -0.674, 0.966, -0.928, 0.278, 0.264, 0.254, 0.162, 0.599, -0.269, 0.972, -0.404, -0.488, -0.091, -0.473, 0.344, -0.416, -0.937, 0.580, 0.055, 0.186, 0.610]
}